# 1
Here is a molecular structure, C13H8Cl5FIIrN2O2 at a distorted geometry from the OMol25 dataset. Energies are from ωB97M-V/def2-TZVPD.

Computed properties:
HOMO level (alpha / beta) ... -8.32 / -8.32 eV
Energy relative to the best compared isomer or geometry (same formula, charge and spin) ... 212.2 kJ/mol

Geometry as ORCA input:
```
! RIJCOSX wB97M-V def2-TZVPD def2/J DEFGRID3
* xyz 0 1
Ir -0.152 0.348 1.074
N -0.179 -0.690 3.264
C 0.508 -1.974 3.224
C 0.673 -2.496 1.768
O 1.197 -3.578 1.637
O 0.201 -1.732 0.830
H 0.247 0.015 3.849
H -1.169 -0.744 3.458
H -0.025 -2.767 3.747
H 1.521 -1.896 3.612
Cl 2.622 0.276 1.887
C 2.555 0.700 0.205
C 1.283 0.870 -0.320
C 1.218 1.262 -1.652
Cl -0.310 1.627 -2.372
C 2.368 1.429 -2.429
Cl 2.247 1.898 -4.077
C 3.625 1.234 -1.859
Cl 5.047 1.451 -2.796
C 3.723 0.878 -0.517
Cl 5.253 0.677 0.232
F -1.085 1.700 2.188
I -2.206 -1.632 -4.032
C -2.560 -0.561 -2.281
C -3.614 0.333 -2.190
C -3.790 1.036 -1.006
C -2.893 0.851 0.025
N -1.869 -0.001 -0.088
C -1.699 -0.706 -1.210
H -4.288 0.478 -3.023
H -4.609 1.731 -0.894
H -2.973 1.377 0.966
H -0.866 -1.397 -1.221
*
```

# 2
Here is a molecular structure, C13H8ClFN2O6SbSe4Tc at a distorted geometry from the OMol25 dataset. Energies are from ωB97M-V/def2-TZVPD.

Computed properties:
HOMO level (alpha / beta) ... -14.18 / -14.18 eV
Energy relative to the best compared isomer or geometry (same formula, charge and spin) ... 0.0 kJ/mol

Geometry as ORCA input:
```
! RIJCOSX wB97M-V def2-TZVPD def2/J DEFGRID3
* xyz 2 1
Tc -1.471 -1.657 -1.124
Se -5.917 -1.567 1.321
Sb -4.344 -3.172 0.762
Se -1.679 -2.107 1.074
Se -3.400 -2.466 -1.908
Se -3.859 -5.470 0.714
F -1.092 3.299 5.186
C -0.957 3.207 3.874
C -1.890 2.647 3.117
N -1.745 2.574 1.723
C -2.737 1.946 0.893
C -2.356 0.503 0.598
O -2.175 -0.281 1.594
O -2.181 0.167 -0.610
C -0.582 2.983 1.078
O -0.415 2.775 -0.106
N 0.331 3.591 1.896
C 0.264 3.782 3.291
O 1.132 4.341 3.893
H -2.801 2.255 3.545
H -2.790 2.444 -0.070
H -3.704 1.961 1.393
H 1.161 3.950 1.443
Cl 6.458 -1.959 -3.495
C 4.845 -1.900 -2.963
C 4.332 -0.693 -2.480
C 3.027 -0.642 -2.060
C 2.231 -1.805 -2.122
C 2.764 -3.018 -2.605
C 4.069 -3.064 -3.021
C 0.894 -1.751 -1.692
O 0.312 -0.700 -1.182
O 0.049 -2.753 -1.777
H 4.964 0.183 -2.448
H 2.607 0.284 -1.690
H 2.147 -3.906 -2.648
H 4.507 -3.980 -3.392
*
```

# 3
Here is a molecular structure, C13H9Cl2NO3STi from the OMol25 dataset. Energies are from ωB97M-V/def2-TZVPD.

Computed properties:
HOMO level (alpha / beta) ... -6.59 / -8.70 eV
Energy relative to the best compared isomer or geometry (same formula, charge and spin) ... 0.0 kJ/mol

Geometry as ORCA input:
```
! RIJCOSX wB97M-V def2-TZVPD def2/J DEFGRID3
* xyz 0 3
Ti -1.426 -0.530 -0.223
C -2.862 2.417 -0.065
C -3.014 1.542 1.006
C -1.942 1.321 1.876
C -0.743 2.005 1.689
C -0.605 2.893 0.632
C -1.660 3.091 -0.247
H -3.679 2.570 -0.757
H -3.947 1.020 1.161
H -2.062 0.649 2.719
H 0.089 1.824 2.357
H 0.335 3.403 0.477
H -1.547 3.762 -1.088
Cl 5.411 -2.976 -0.704
C 3.901 -2.120 -0.593
C 3.921 -0.725 -0.643
C 2.723 -0.042 -0.560
Cl 2.723 1.688 -0.628
C 1.507 -0.715 -0.432
O 0.361 -0.050 -0.394
C 1.502 -2.133 -0.361
C 0.301 -2.855 -0.194
O -0.866 -2.309 -0.010
C 2.734 -2.821 -0.455
H 4.850 -0.185 -0.749
H 0.319 -3.942 -0.178
H 2.753 -3.902 -0.412
O -3.328 -1.191 0.141
S -3.528 -1.191 -1.425
N -2.224 -0.498 -1.938
*
```

# 4
Here is C13H9ClF3N in the gas phase at a distorted geometry from the OMol25 dataset. Energies are from ωB97M-V/def2-TZVPD.

Computed properties:
HOMO level ... -8.71 eV
Energy relative to the best compared isomer or geometry (same formula, charge and spin) ... 34.0 kJ/mol

Geometry as ORCA input:
```
! RIJCOSX wB97M-V def2-TZVPD def2/J DEFGRID3
* xyz 0 1
F -2.026 -2.275 -1.607
C -1.850 -2.182 -0.262
F -1.327 -3.365 0.236
F -3.061 -1.999 0.379
C -0.936 -0.954 -0.137
C 0.302 -1.074 0.516
C 1.162 -0.001 0.589
C 2.477 -0.026 1.341
C 3.496 -1.100 0.852
C 2.980 -1.131 2.307
N 0.870 1.160 -0.021
C -0.340 1.347 -0.564
C -0.644 2.633 -1.053
C -1.905 2.949 -1.611
C -2.833 1.904 -1.691
Cl -4.397 2.299 -2.335
C -2.490 0.618 -1.259
C -1.282 0.341 -0.654
H 0.570 -1.993 1.043
H 2.838 0.997 1.524
H 4.526 -0.770 0.810
H 3.240 -1.884 0.147
H 3.598 -0.779 3.150
H 2.295 -1.929 2.596
H 0.132 3.372 -0.966
H -2.129 3.938 -1.968
H -3.264 -0.096 -1.362
*
```

# 5
Here is C13H9F2NO2 in the gas phase at a distorted geometry from the OMol25 dataset. Energies are from ωB97M-V/def2-TZVPD.

Computed properties:
HOMO level ... -8.10 eV
Energy relative to the best compared isomer or geometry (same formula, charge and spin) ... 0.0 kJ/mol

Geometry as ORCA input:
```
! RIJCOSX wB97M-V def2-TZVPD def2/J DEFGRID3
* xyz 0 1
O -1.625 -3.576 1.778
C -1.463 -2.462 1.297
C -0.126 -1.985 0.979
C 0.217 -0.835 0.370
N 1.520 -0.525 0.121
C 2.071 0.583 -0.485
C 3.468 0.646 -0.584
C 4.118 1.710 -1.171
C 3.366 2.754 -1.682
F 3.984 3.801 -2.258
C 1.986 2.741 -1.611
C 1.358 1.664 -1.018
F 0.008 1.697 -0.975
C -2.643 -1.622 1.048
C -3.959 -1.983 1.234
C -4.734 -0.863 0.879
C -3.844 0.102 0.506
O -2.587 -0.344 0.604
H 0.649 -2.685 1.267
H -0.521 -0.120 0.055
H 2.195 -1.212 0.436
H 4.049 -0.171 -0.184
H 5.194 1.739 -1.237
H 1.400 3.553 -2.009
H -4.300 -2.936 1.580
H -5.802 -0.781 0.897
H -3.980 1.109 0.164
*
```

# 6
Here is a molecular structure, C13H9MnNO4 at a distorted geometry from the OMol25 dataset. Energies are from ωB97M-V/def2-TZVPD.

Computed properties:
HOMO level (alpha / beta) ... -13.54 / -15.20 eV

Geometry as ORCA input:
```
! RIJCOSX wB97M-V def2-TZVPD def2/J DEFGRID3
* xyz 2 6
Mn 0.009 1.917 -1.199
C 0.093 3.029 0.247
O 0.133 3.581 1.272
C 0.123 3.358 -2.344
O 0.238 4.308 -3.004
C -1.634 1.467 -1.918
O -2.643 1.150 -2.410
C 1.671 1.365 -1.775
O 2.720 0.983 -2.102
C 0.106 -1.814 -4.527
H 0.977 -2.290 -4.057
H -0.889 -2.207 -4.283
C 0.259 -0.800 -5.391
H -0.601 -0.327 -5.878
H 1.251 -0.403 -5.637
N -0.080 0.460 -0.006
C -0.047 -0.131 1.006
C -0.035 -0.723 2.282
C -1.011 -1.678 2.631
C -1.134 -2.085 3.961
C -0.288 -1.554 4.943
C 0.739 -0.674 4.583
C 0.899 -0.296 3.251
H -1.669 -2.073 1.853
H -1.899 -2.816 4.231
H -0.424 -1.827 5.993
H 1.416 -0.273 5.342
H 1.721 0.354 2.938
*
```

no.,electronic energy (hartree)
1,-3563.0063
2,-11547.3794
3,-2949.3350
4,-1315.3139
5,-905.7165
6,-2006.6228